# C2H3NO2

A single C2H3NO2 molecule in a non-equilibrium geometry (the ωB97M-V functional and the def2-TZVPD basis, OMol25).

molecular weight: 73.051 g/mol
LUMO energy: 0.81 eV
SMILES string: Cc1noo1
HOMO-LUMO gap: 11.36 eV
net charge: 0
ΔE to the lowest compared entry with this formula, charge and spin: 522.4 kJ/mol

Element x y z (Å)
C  -0.12450  0.00211  0.00726
C  -1.60207  0.13641  -0.04958
N  -2.49387  0.97389  0.40792
O  -3.51312  -0.05961  0.00911
O  -2.41968  -0.83747  -0.35605
H  0.43665  0.85798  -0.36966
H  0.04477  -0.27508  1.02194
H  0.22677  -0.89502  -0.40642

=====

# C4H9NS

A single C4H9NS molecule in a non-equilibrium geometry (the ωB97M-V functional and the def2-TZVPD basis, OMol25).

molecular weight: 103.190 g/mol
LUMO energy: 0.93 eV
SMILES string: C[C@@H](N)[C@@H]1CS1
HOMO-LUMO gap: 9.76 eV
net charge: 0
ΔE to the lowest compared entry with this formula, charge and spin: 130.4 kJ/mol

Element x y z (Å)
C  -0.39899  -1.27917  -0.79746
C  0.53494  -0.33904  -0.20764
N  1.60897  0.17299  -1.17123
C  -0.05725  0.85481  0.48683
C  -0.91804  0.66458  1.71144
S  -1.76477  1.22122  0.20249
H  -1.00518  -0.75212  -1.64565
H  0.20154  -2.04398  -1.32395
H  -1.10712  -1.68553  -0.09029
H  1.04261  -0.93939  0.57649
H  2.11213  0.98507  -0.82935
H  1.01539  0.47981  -1.97170
H  0.67492  1.65412  0.47363
H  -0.65459  1.35325  2.55113
H  -1.28456  -0.34663  2.03527

=====

# C16H22NOS2

2 unconnected molecules or ions with the total composition C16H22NOS2 in a non-equilibrium geometry (the ωB97M-V functional and the def2-TZVPD basis, OMol25).

molecular weight: 308.492 g/mol
LUMO energy: -6.01 eV
HOMO-LUMO gap: 3.90 eV
net charge: +1
ΔE to the lowest compared entry with this formula, charge and spin: 4.8 kJ/mol

Element x y z (Å)
C  -5.24901  1.03495  -0.47783
C  -3.97406  0.28667  -0.11111
N  -2.79016  1.12602  -0.13776
C  -1.58374  0.48552  -0.13545
C  -1.47627  -0.88648  -0.19312
C  -0.36005  1.35687  -0.15254
C  0.35638  1.50743  -1.34627
C  1.51024  2.29207  -1.38069
C  1.96981  2.92364  -0.21764
C  1.25995  2.76315  0.98078
C  0.08753  2.00427  1.00907
C  -2.86746  2.56810  0.12142
C  -4.21393  3.17454  -0.25934
O  -5.31111  2.33820  0.09289
H  -5.32307  1.07229  -1.58435
H  -6.11353  0.51140  -0.04088
H  -4.11346  -0.18107  0.87899
H  -3.83974  -0.50764  -0.84703
H  -0.47809  -1.31128  -0.24268
H  -2.34928  -1.53512  -0.14820
H  -0.02045  1.00979  -2.24528
H  2.04628  2.41584  -2.32297
H  2.88189  3.52515  -0.23910
H  1.60956  3.23764  1.89927
H  -0.48680  1.89596  1.93450
H  -2.68376  2.80097  1.18879
H  -2.10034  3.10009  -0.45966
H  -4.39152  4.08831  0.32751
H  -4.20803  3.40172  -1.34446
C  4.63593  -4.32557  1.04374
C  4.59140  -2.83976  1.34691
S  2.95944  -2.04209  1.20445
C  2.36851  -2.55428  -0.28327
S  2.58840  -4.10119  -0.90242
C  4.27876  -4.57607  -0.40960
H  5.66503  -4.67048  1.20346
H  3.98846  -4.89309  1.71981
H  4.86888  -2.64765  2.38927
H  5.26571  -2.29887  0.66929
H  1.71418  -1.87460  -0.82627
H  4.96984  -4.02775  -1.06416
H  4.31771  -5.64759  -0.63807

=====

# C39H33BaBrN7O6

A molecular structure, C39H33BaBrN7O6 in a non-equilibrium geometry (the ωB97M-V functional and the def2-TZVPD basis, OMol25).

molecular weight: 912.968 g/mol
LUMO energy: -2.24 eV
HOMO-LUMO gap: 8.51 eV
net charge: +1
ΔE to the lowest compared entry with this formula, charge and spin: 110.1 kJ/mol

Element x y z (Å)
Ba  0.57647  -0.67141  0.42850
C  -2.67887  -2.11846  1.03919
N  -2.28471  -0.87480  0.36768
C  -2.73035  -0.92107  -1.02597
C  -1.98732  -1.94157  -1.85858
C  -2.64193  -2.55720  -2.92029
C  -1.95648  -3.46897  -3.70424
C  -0.63621  -3.75332  -3.38957
C  -0.06428  -3.09872  -2.31412
N  -0.71116  -2.20266  -1.56651
C  -2.86729  0.28426  1.05207
C  -2.11996  0.65185  2.31216
C  -2.76920  0.78609  3.53007
C  -2.03846  1.17261  4.64442
C  -0.68564  1.43145  4.49803
C  -0.12004  1.27912  3.24203
N  -0.81245  0.88293  2.17504
C  -1.99726  -2.33420  2.36650
C  -2.71122  -2.76218  3.47752
C  -2.03450  -2.99396  4.66468
C  -0.66229  -2.80221  4.69824
C  -0.03023  -2.38768  3.53787
N  -0.67697  -2.14824  2.39878
H  -2.39324  -2.95418  0.39575
H  -3.76902  -2.16118  1.17736
H  -2.56817  0.06068  -1.47760
H  -3.80646  -1.14052  -1.09145
H  -3.67866  -2.32032  -3.12247
H  -2.44728  -3.95536  -4.53639
H  -0.06711  -4.47200  -3.96238
H  0.96415  -3.29975  -2.03056
H  -3.92768  0.11649  1.28886
H  -2.80207  1.14578  0.38202
H  -3.82986  0.58475  3.60831
H  -2.52031  1.27828  5.60756
H  -0.07833  1.74748  5.33462
H  0.93059  1.48300  3.06738
H  -3.78112  -2.91330  3.41278
H  -2.57005  -3.32244  5.54557
H  -0.09460  -2.97999  5.60092
H  1.04542  -2.25462  3.49699
C  3.43847  -1.42379  -1.79766
O  2.24460  -0.64235  -1.73136
C  1.95343  0.15927  -2.79453
C  2.72554  0.27068  -3.93522
C  2.30290  1.09989  -4.96841
Br  3.36955  1.23710  -6.52761
C  1.13073  1.81196  -4.88221
C  0.34708  1.71507  -3.72747
C  0.76130  0.88955  -2.68210
O  0.03842  0.75522  -1.53807
C  -0.90380  2.45119  -3.58158
N  -1.68468  2.33587  -2.52709
C  -2.76475  3.17077  -2.74565
C  -3.88919  3.43065  -1.96481
C  -4.81771  4.32251  -2.46149
C  -4.64860  4.95025  -3.70330
C  -3.53993  4.70288  -4.48835
C  -2.60629  3.80517  -3.98798
N  -1.41085  3.32838  -4.48871
H  4.31996  -0.78543  -1.87931
H  3.40917  -2.11049  -2.64675
H  3.48048  -1.98605  -0.86804
H  3.64887  -0.27992  -4.03826
H  0.82882  2.44012  -5.70810
H  -0.77895  1.33747  -1.65833
H  -4.02587  2.95244  -1.00365
H  -5.70344  4.54972  -1.88286
H  -5.40153  5.64342  -4.05215
H  -3.40609  5.18398  -5.44863
H  -0.98468  3.60365  -5.35511
O  2.31291  0.55102  1.40264
C  2.82311  -0.52973  1.78044
O  2.38751  -1.66547  1.45201
C  4.03837  -0.46225  2.67070
C  4.07130  -1.09440  3.90731
C  5.20150  -1.01028  4.70704
C  6.31639  -0.31877  4.26383
C  6.27406  0.29297  3.02212
C  5.14429  0.24323  2.22492
N  7.45567  1.01506  2.53561
O  8.39446  1.13782  3.29636
O  7.41298  1.46317  1.40450
H  3.20567  -1.65142  4.24475
H  5.21810  -1.49102  5.67552
H  7.21293  -0.25051  4.86210
H  5.13192  0.75688  1.27418

=====

# C7H22ClI2N2P2RhS

A molecular structure, C7H22ClI2N2P2RhS in a non-equilibrium geometry (the ωB97M-V functional and the def2-TZVPD basis, OMol25).

molecular weight: 620.449 g/mol
LUMO energy (spin up / spin down): -7.18 / -9.83 eV
HOMO-LUMO gap (spin up / spin down): 8.08 / 5.53 eV
net charge: +2
ΔE to the lowest compared entry with this formula, charge and spin: 0.0 kJ/mol
spin multiplicity: 5

Element x y z (Å)
I  -0.00296  2.46536  0.07729
I  0.00282  -2.23735  0.63574
Rh  0.00011  -0.02720  -0.85587
P  -2.29259  -0.01863  -0.57036
C  -2.88408  0.04366  1.13001
C  -3.01798  1.39887  -1.44248
H  -4.09765  1.24258  -1.57538
H  -4.08660  -1.37987  -1.45741
H  -2.53238  1.49157  -2.42114
H  -2.51916  -1.68681  -2.28115
H  -2.52377  0.94644  1.62567
H  -2.83997  2.31071  -0.85976
C  -3.00509  -1.51386  -1.31310
H  -3.97847  0.03196  1.12116
H  -2.82076  -2.37066  -0.65403
H  -2.50831  -0.81607  1.68625
P  2.29265  -0.00412  -0.57045
C  2.88488  0.06320  1.12962
C  3.01254  -1.49750  -1.31072
H  2.52107  1.50395  -2.42307
H  4.09024  1.26451  -1.58117
H  2.82886  2.32716  -0.86354
C  3.01002  1.41538  -1.44564
H  2.52936  -1.67421  -2.27942
H  4.09355  -1.35856  -1.45333
H  3.97926  0.05421  1.12015
H  2.51129  -0.79654  1.68730
H  2.83122  -2.35448  -0.65121
H  2.52293  0.96598  1.62394
Cl  0.00069  -0.17974  -3.09461
N  -0.00006  -1.13718  5.03418
C  -0.00009  0.10771  4.52652
N  -0.00166  1.14241  5.38355
S  0.00061  0.39122  2.86136
H  0.00126  -1.33516  6.02632
H  0.00141  -1.90186  4.37077
H  -0.00179  2.07107  4.97635
H  -0.00139  1.05218  6.38918

=====

# C3H8NS

A gas-phase ion, C3H8NS (charge -1) in a non-equilibrium geometry (the ωB97M-V functional and the def2-TZVPD basis, OMol25).

molecular weight: 90.171 g/mol
LUMO energy: 4.25 eV
SMILES string: C[C@H](N)C[S-]
HOMO-LUMO gap: 6.46 eV
net charge: -1
ΔE to the lowest compared entry with this formula, charge and spin: 263.3 kJ/mol

Element x y z (Å)
C  0.87318  -0.34052  -1.04621
C  0.42104  0.22248  0.30181
N  0.21698  -0.95014  1.01760
C  -0.99618  0.78770  0.12916
S  -2.03296  0.01250  -1.05227
H  0.53580  0.33474  -1.93625
H  0.57734  -1.43872  -0.93727
H  2.17261  -0.26369  -1.06337
H  1.07722  0.90874  0.76290
H  0.11568  -0.69130  1.99688
H  -0.81803  -1.39088  1.09067
H  -1.46581  0.97107  1.19114
H  -0.67686  1.83802  -0.45477

=====

# C6H10O2

2 unconnected molecules or ions with the total composition C6H10O2 in a non-equilibrium geometry (the ωB97M-V functional and the def2-TZVPD basis, OMol25).

molecular weight: 114.144 g/mol
LUMO energy (spin up / spin down): 0.60 / 0.60 eV
HOMO-LUMO gap (spin up / spin down): 7.49 / 7.49 eV
net charge: 0
ΔE to the lowest compared entry with this formula, charge and spin: 440.8 kJ/mol

Element x y z (Å)
C  -0.33459  2.43870  -0.24795
C  -0.34786  1.13073  -0.69027
C  -2.39061  -0.37616  0.11819
C  1.90327  -1.07396  -0.11859
C  0.38777  -1.34127  -0.17250
C  -0.10570  0.00534  0.26619
O  -2.73671  -1.43704  -0.33844
O  0.02159  0.40607  1.59549
H  -0.78607  3.12438  -0.91895
H  0.07054  2.85980  0.60446
H  -0.73183  0.69871  -1.67271
H  -2.80128  0.57003  0.51495
H  2.48055  -1.85851  -0.65025
H  2.34791  -1.14406  0.81059
H  2.17731  -0.10680  -0.60002
H  0.11550  -1.51373  -1.12053
H  0.18198  -2.07628  0.55900
H  0.54824  -0.30595  2.06133

=====

# C49H38O11P

4 unconnected molecules or ions with the total composition C49H38O11P in a non-equilibrium geometry (the ωB97M-V functional and the def2-TZVPD basis, OMol25).

molecular weight: 833.806 g/mol
LUMO energy: 0.36 eV
HOMO-LUMO gap: 5.14 eV
net charge: -1

Element x y z (Å)
C  2.09167  -4.02987  -2.08067
C  2.25215  -2.53704  -1.94805
O  1.83789  -2.04799  -0.64585
P  1.00574  -0.66419  -0.72254
O  0.86752  -0.10537  0.62955
C  -0.60862  -1.08967  -1.40132
C  -1.26218  -0.12057  -2.39274
C  -0.94944  -0.42396  -3.87542
O  -1.26965  -1.60424  -4.20654
O  -0.45584  0.43848  -4.62640
O  1.73916  0.41137  -1.65263
C  3.15765  0.51282  -1.47695
C  3.86218  0.28854  -2.82403
H  2.46871  -4.31656  -3.05961
H  1.05537  -4.34285  -2.04401
H  2.70802  -4.53679  -1.34637
H  3.30345  -2.29375  -2.05991
H  1.66153  -2.00047  -2.69171
H  -1.24307  -1.13159  -0.52382
H  -0.61544  -2.09176  -1.81972
H  -2.32999  -0.30478  -2.30088
H  -1.11071  0.92269  -2.12696
H  3.51394  -0.20383  -0.74318
H  3.42551  1.48742  -1.08650
H  3.10899  -0.02751  -3.53224
H  4.60825  -0.49292  -2.70590
H  4.38359  1.16979  -3.17657
C  0.49403  7.71070  2.56898
C  -0.75161  8.17334  2.98174
C  -1.81487  7.29564  3.09457
C  -1.64159  5.95241  2.78492
C  -0.39807  5.49281  2.35053
C  0.66995  6.37489  2.25399
C  -0.19697  4.06142  1.96900
O  0.88904  3.67238  1.60185
C  -1.36578  3.14111  2.05064
C  -1.22140  1.81599  1.65138
C  -2.30200  0.95401  1.73881
C  -3.52352  1.40188  2.22989
C  -3.67311  2.72092  2.62304
C  -2.60174  3.59775  2.52854
C  -2.79363  5.01707  2.92899
O  -3.85902  5.41068  3.36001
H  1.32695  8.39702  2.48883
H  -0.89006  9.22065  3.21666
H  -2.78360  7.64861  3.41968
H  1.63436  6.01131  1.92776
H  -0.27407  1.45033  1.26915
H  -2.18746  -0.07458  1.42434
H  -4.36122  0.72026  2.30404
H  -4.62423  3.07103  3.00124
C  7.43801  -6.79458  -8.97743
C  6.85408  -6.70315  -10.23677
C  5.79410  -5.83934  -10.44930
C  5.30491  -5.06989  -9.40181
C  5.87672  -5.17768  -8.13387
C  6.95029  -6.03448  -7.92899
C  5.33833  -4.39399  -6.98265
O  5.84526  -4.48913  -5.88335
C  4.16976  -3.50866  -7.22249
C  3.61385  -2.80863  -6.16154
C  2.53082  -1.96919  -6.35960
C  1.99823  -1.82034  -7.63459
C  2.54345  -2.51508  -8.70223
C  3.62325  -3.36727  -8.50267
C  4.17161  -4.13046  -9.65348
O  3.71517  -4.00510  -10.77175
H  8.27224  -7.46452  -8.81476
H  7.22933  -7.30666  -11.05296
H  5.33999  -5.76071  -11.42720
H  7.39714  -6.10538  -6.94716
H  4.01504  -2.91133  -5.16234
H  2.10433  -1.44370  -5.51407
H  1.15266  -1.16310  -7.78728
H  2.12747  -2.40282  -9.69345
C  -2.17669  1.71214  5.65348
C  -1.40618  1.04926  6.60256
C  -1.99357  0.55770  7.75616
C  -3.35391  0.73485  7.97160
C  -4.12461  1.41957  7.02641
C  -3.53204  1.89764  5.86552
C  -5.57548  1.66015  7.25374
O  -6.25062  2.24689  6.43493
C  -6.18171  1.16467  8.52394
C  -7.52102  1.42457  8.78267
C  -8.10219  0.96122  9.94972
C  -7.34949  0.22787  10.86143
C  -6.01329  -0.02978  10.61074
C  -5.42223  0.44405  9.44676
C  -3.97268  0.18453  9.20777
O  -3.31918  -0.45511  10.00611
H  -1.71758  2.08740  4.74740
H  -0.34536  0.91470  6.43832
H  -1.39823  0.03718  8.49312
H  -4.12813  2.41717  5.13216
H  -8.10308  1.99181  8.06983
H  -9.14480  1.16886  10.15146
H  -7.80753  -0.13941  11.77042
H  -5.42322  -0.59570  11.31791